2 unconnected molecules or ions with the total composition C28H35Br3NO6P in a non-equilibrium geometry. Source: the Open Molecules 2025 dataset; level of theory: ωB97M-V/def2-TZVPD.

Geometry (Å):
1 Br 1.380598 3.790771 -4.061471
2 Br -3.264734 2.285399 -4.230094
3 Br -0.319052 -1.474401 -4.445086
4 P 0.737489 0.382855 -3.573643
5 O -2.864326 -7.541879 1.391360
6 O 1.834302 -0.288235 -2.444512
7 O -1.770780 0.399297 -2.735066
8 O 3.901467 -0.059044 2.219581
9 O -4.678038 -8.704040 1.104946
10 O -3.705912 0.331634 -1.298240
11 N -3.653520 -8.174288 0.707455
12 C -1.058662 1.312271 2.228420
13 C -1.202536 -2.125205 0.312367
14 C -3.343224 -8.313716 -0.739134
15 C -0.776192 -4.363493 1.853423
16 C 4.508341 1.173582 1.777131
17 C -1.985452 0.840941 1.015080
18 C 0.416118 2.754075 -0.596298
19 C -0.532239 -0.910905 -0.462271
20 C 2.268128 5.040623 0.701104
21 C 6.133532 1.129038 1.945646
22 C 0.725587 5.175791 0.706309
23 C 1.601288 0.845328 2.248141
24 C -2.694794 -2.501303 0.397467
25 C 2.780031 0.204682 3.142900
26 C -0.670241 1.788877 -1.206362
27 C 1.951413 2.623463 -0.596098
28 C 0.121756 0.315364 2.661980
29 C -0.142785 4.080221 0.059974
30 C -0.226320 -3.123995 1.055281
31 C -1.305257 2.462658 -3.827540
32 C -1.158790 4.545341 -5.522940
33 C -3.262032 -3.739499 1.190286
34 C -0.652836 1.386335 -2.790163
35 C -0.567796 3.500607 -4.458089
36 C -2.475150 0.353135 -1.457914
37 C -1.255218 0.502058 -0.367602
38 C 2.852403 3.745884 0.039568
39 C -2.297087 -4.700227 1.968129
40 H 4.338132 1.306875 0.640710
41 H 4.125801 2.101596 2.347162
42 H 1.742655 -1.275154 -2.403226
43 H 6.478326 2.045736 2.544121
44 H -2.214276 4.309963 -5.874820
45 H -2.408947 -7.795736 -0.949090
46 H 3.147549 0.894117 3.981582
47 H -1.286135 4.243459 0.092591
48 H 2.889467 5.875305 1.153988
49 H 0.894266 -2.917286 1.014745
50 H -1.636789 2.444908 -1.203396
51 H -0.055125 -5.063213 2.394628
52 H -1.041305 5.630424 -5.154907
53 H -4.392981 -3.917112 1.201215
54 H -0.484692 4.470145 -6.462090
55 H -2.662717 0.004252 1.411586
56 H 0.191354 6.080055 1.183131
57 H 4.002299 3.668757 0.072109
58 H 0.136192 0.295385 3.822793
59 H 6.614939 1.207415 0.902597
60 H 2.443640 -0.825625 3.503004
61 H 0.003186 -0.768811 2.334456
62 H 2.429628 1.708495 -1.067108
63 H -3.251650 -9.377719 -0.954375
64 H -1.755784 1.405041 3.151832
65 H -2.736761 -5.569011 2.555869
66 H 1.785114 0.482534 1.175046
67 H 6.485412 0.136672 2.402291
68 H -3.467587 -1.867656 -0.139824
69 H 1.602054 1.983226 2.331944
70 H -2.702900 1.724684 0.788252
71 H 0.524671 -0.784181 0.000077
72 H -0.591838 2.357573 2.113978
73 H -0.328819 -1.298514 -1.528796
74 H -4.165857 -7.866599 -1.296097

Atoms 1-3, force components in eV/Å:
-2.06 -0.34 -0.29
2.07 0.30 0.43
0.38 0.61 0.69

Results
Gap between HOMO and LUMO: 8.38 eV
DFT total energy: -9656.983426 Eh
SMILES string: CCOCCCCC[C@@]1(Cc2ccccc2)C(=O)O[C@](/C(Br)=C(/C)Br)(P(O)Br)[C@@H]1c1ccccc1.C[N+](=O)[O-]
Multiplicity: 1
HOMO level: -8.61 eV